[1]
95
Properties=species:S:1:pos:R:3:forces:R:3 method="wB97M-V/def2-TZVPD" molar_mass_g_mol=885.77 charge=-1 orbital_gap_ha=0.3774 e_above_lowest_ev=3.949 largest_force_ev_per_a=6.3 e_tot_ev=-133142.6754 homo_ev=-9.168
P 0.093 -1.111 0.566 1.2 1.8 0.2
F -1.030 -0.935 1.789 0.2 -0.7 -1.6
F 0.742 -2.426 1.246 -0.6 0.3 0.0
F -0.910 -2.000 -0.353 0.4 0.4 0.7
F 1.294 -1.174 -0.586 -0.3 -0.6 0.7
F -0.338 0.251 -0.225 -1.3 -0.3 0.4
F 1.003 -0.110 1.521 0.5 -0.8 -0.4
C 2.825 3.255 -3.398 -0.9 0.5 -0.7
N 3.811 4.264 -3.924 -1.9 -3.8 -3.1
O 4.007 4.358 -5.125 -0.7 0.1 -0.3
O 4.446 4.762 -3.111 3.3 3.4 4.2
H 3.141 2.940 -2.404 0.2 -0.2 -0.5
H 2.683 2.500 -4.171 0.1 -0.1 0.4
H 1.889 3.801 -3.280 -0.1 -0.1 0.0
C 6.633 -1.770 -5.175 -1.1 0.3 0.0
N 7.757 -2.494 -4.561 1.0 -1.0 0.3
O 8.820 -2.414 -5.201 -1.4 -0.5 1.6
O 7.556 -3.118 -3.496 0.8 1.4 -2.3
H 5.691 -2.207 -4.843 0.2 -0.1 0.1
H 6.700 -1.796 -6.263 0.3 -0.1 0.3
H 6.661 -0.737 -4.829 0.2 -0.1 0.0
C 3.700 -7.347 -0.189 0.5 0.0 0.0
N 3.646 -8.490 0.774 2.6 -0.7 -0.8
O 2.653 -9.140 0.847 -1.7 -0.3 0.4
O 4.730 -8.843 1.256 -0.9 0.9 0.0
H 4.335 -7.693 -1.004 -0.2 -0.2 0.0
H 4.293 -6.556 0.270 -0.6 0.2 0.1
H 2.699 -7.123 -0.558 0.2 0.2 0.4
C -6.756 0.229 1.238 0.4 0.5 0.1
N -8.188 0.107 0.809 -1.8 -1.9 0.4
O -8.500 -0.640 -0.128 1.3 1.3 0.7
O -9.045 0.568 1.557 1.0 0.4 -0.5
H -6.322 -0.762 1.364 -0.3 0.0 -0.4
H -6.714 0.750 2.195 -0.4 -0.1 -0.2
H -6.183 0.822 0.525 -0.2 -0.3 -0.2
O -4.285 -5.741 7.485 1.9 -0.5 -0.9
S -3.102 -6.298 6.844 -0.6 -1.0 -0.4
O -2.577 -7.587 7.264 -0.4 1.3 -0.3
O -3.544 -6.460 5.254 -0.5 2.2 2.7
C -2.590 -6.979 4.409 0.7 -2.3 -2.1
C -2.949 -6.689 2.951 0.1 1.5 -0.5
C -1.717 -5.071 6.877 -1.6 -0.3 0.1
H -2.599 -8.052 4.599 0.4 -0.2 -0.1
H -1.571 -6.611 4.533 0.0 0.2 0.5
H -3.996 -6.622 2.658 -0.2 -0.5 0.6
H -2.450 -7.268 2.174 0.2 -0.5 0.5
H -2.594 -5.678 2.750 0.0 0.2 -0.1
H -1.317 -5.179 7.885 0.0 0.0 -0.1
H -2.279 -4.143 6.770 0.4 0.2 0.0
H -0.949 -5.187 6.112 -0.3 -0.3 0.1
O -4.638 6.099 -0.184 -0.2 0.0 0.6
S -5.183 6.797 0.948 0.1 0.1 2.0
O -6.623 6.896 1.135 2.1 -0.1 -0.1
O -4.561 6.206 2.417 -0.4 -0.2 -2.4
C -3.174 5.744 2.366 0.5 0.7 0.4
C -2.958 4.842 3.542 -0.2 -0.5 -0.3
C -4.385 8.427 1.061 -0.7 -1.2 -0.4
H -2.520 6.602 2.522 0.0 0.4 -0.4
H -2.881 5.246 1.442 -0.6 0.1 -0.2
H -1.971 4.380 3.516 0.1 0.2 -0.1
H -3.670 4.030 3.391 -0.1 -0.1 0.8
H -3.054 5.409 4.468 -0.3 -0.4 0.1
H -4.387 8.678 2.122 -0.3 0.4 -0.3
H -5.022 8.999 0.387 0.3 0.6 0.3
H -3.366 8.323 0.688 -0.2 0.0 0.0
O 7.375 5.618 4.179 -1.7 -1.8 -4.1
S 6.809 5.030 2.899 1.8 0.7 1.5
O 7.087 5.649 1.584 -1.3 -0.8 2.7
O 7.444 3.530 2.779 -0.1 2.1 1.5
C 6.960 2.572 1.900 0.1 -3.1 -0.4
C 6.977 1.210 2.695 -0.8 0.7 -0.2
C 5.009 4.566 3.255 1.7 0.2 -0.9
H 7.597 2.518 1.018 0.1 0.1 0.0
H 5.939 2.649 1.525 -0.1 0.8 0.2
H 6.669 0.357 2.090 0.4 0.1 -0.4
H 6.178 1.249 3.436 0.0 0.2 0.2
H 7.884 0.992 3.259 0.2 0.2 -0.4
H 4.540 4.622 2.273 -0.4 0.4 0.4
H 4.664 5.211 4.063 -0.1 0.1 -0.5
H 5.028 3.520 3.561 0.1 0.2 0.2
O -1.745 -1.572 -8.968 -0.4 0.7 1.0
S -1.869 -0.762 -7.781 0.9 1.8 1.3
O -0.946 0.428 -7.602 -2.9 -3.6 -0.2
O -3.457 -0.269 -7.658 1.1 -1.7 -1.0
C -3.774 0.986 -7.127 0.4 1.9 0.9
C -5.012 1.073 -6.239 0.0 -0.9 0.1
C -1.886 -1.876 -6.265 0.4 0.0 -1.2
H -3.863 1.752 -7.898 0.0 -0.3 -0.4
H -2.909 1.295 -6.541 -0.1 0.2 0.2
H -4.981 0.315 -5.456 0.2 0.1 0.2
H -5.980 0.913 -6.712 0.2 0.1 -0.5
H -5.022 2.067 -5.791 0.0 -0.1 0.1
H -2.045 -1.257 -5.382 0.2 -0.2 -0.1
H -1.000 -2.511 -6.276 0.8 1.0 0.2
H -2.581 -2.713 -6.341 -1.0 0.8 -0.4

---

[2]
68
Properties=species:S:1:pos:R:3:forces:R:3 method="wB97M-V/def2-TZVPD" smiles=COC[C@H](C)N.COC[C@H](C)N.COC[C@H](C)N.COC[C@H](C)N molar_mass_g_mol=356.55 orbital_gap_ha=0.3497 e_above_lowest_ev=2.864 largest_force_ev_per_a=3.1 e_tot_ev=-31451.3335 homo_ev=-9.016
C 28.467 -6.167 0.337 1.4 0.6 0.7
O 29.670 -5.366 0.243 -1.2 -1.7 -0.8
C 29.728 -4.151 0.930 0.5 -0.9 -1.0
C 30.520 -3.278 -0.048 1.6 1.7 2.0
C 32.129 -3.442 -0.023 -1.4 -0.4 0.4
N 30.296 -1.880 0.423 0.0 0.4 -1.1
H 28.618 -7.001 -0.349 -0.1 0.0 0.2
H 27.545 -5.642 0.086 0.1 0.3 -0.2
H 28.419 -6.481 1.380 -0.4 -0.5 0.0
H 28.740 -3.757 1.166 -0.3 0.3 -0.5
H 30.178 -4.317 1.909 0.6 0.3 0.1
H 30.083 -3.370 -1.043 0.2 -0.3 0.1
H 32.520 -4.417 -0.311 -0.3 -0.1 -0.1
H 32.433 -3.274 1.010 -0.1 -0.1 0.2
H 32.674 -2.677 -0.577 -0.6 0.1 -0.3
H 29.758 -1.807 1.274 0.0 -0.2 0.1
H 29.727 -1.469 -0.303 -0.1 0.6 0.2
C 22.765 -13.741 9.025 0.5 1.6 0.3
O 22.772 -13.215 10.356 -1.9 -1.1 -0.3
C 24.012 -12.848 10.824 0.6 -1.4 -0.2
C 23.973 -12.535 12.294 -0.8 1.1 0.0
C 23.457 -11.140 12.457 -1.1 0.8 0.5
N 25.258 -12.634 12.909 1.5 -0.3 0.4
H 23.740 -14.179 8.811 -0.2 -0.5 -0.1
H 22.662 -12.859 8.392 0.0 0.0 -0.6
H 21.913 -14.385 8.805 0.2 -0.2 0.6
H 24.676 -13.711 10.790 0.4 -0.3 -0.5
H 24.421 -12.074 10.175 0.4 0.5 0.3
H 23.232 -13.160 12.792 0.3 -0.6 -0.1
H 22.399 -11.129 12.195 0.0 0.1 -0.6
H 24.013 -10.434 11.841 -0.1 0.1 0.1
H 23.400 -10.787 13.487 0.6 -0.1 0.1
H 25.704 -13.532 12.786 -0.5 -0.8 0.3
H 25.939 -12.106 12.382 -0.1 1.0 0.0
C 14.082 -8.946 4.783 -0.8 -1.6 2.5
O 14.773 -8.477 3.705 -0.1 1.5 0.0
C 13.981 -8.439 2.540 0.9 -0.9 -1.3
C 14.768 -7.720 1.430 -0.7 0.4 0.0
C 14.790 -6.202 1.596 -0.3 0.0 0.1
N 14.137 -8.010 0.139 0.0 -0.6 0.0
H 14.721 -9.213 5.625 0.7 0.4 -0.2
H 13.559 -9.895 4.661 0.0 -0.4 -1.0
H 13.298 -8.366 5.268 0.0 1.1 -0.6
H 13.887 -9.496 2.292 -0.4 -0.1 -0.7
H 12.969 -8.036 2.572 -0.1 0.4 0.8
H 15.775 -8.134 1.475 0.1 0.1 -0.2
H 13.820 -5.754 1.377 -0.6 -0.4 0.5
H 15.319 -5.737 0.764 1.0 0.0 0.5
H 15.056 -5.903 2.610 0.5 0.3 -0.2
H 14.764 -7.824 -0.631 0.2 0.0 0.0
H 13.370 -7.364 0.019 -0.2 0.0 -0.1
C 21.813 -9.480 3.413 0.9 2.0 0.7
O 22.269 -8.659 4.523 1.0 -2.6 -0.5
C 21.658 -7.467 4.681 -0.6 1.4 -1.4
C 22.104 -6.739 5.910 0.5 0.6 0.1
C 23.639 -6.428 5.892 -0.8 -0.6 -0.3
N 21.696 -7.484 7.129 0.9 1.2 -1.0
H 20.724 -9.525 3.429 0.0 -0.8 0.2
H 22.434 -10.375 3.469 -0.7 -0.2 0.0
H 22.053 -8.942 2.496 0.2 0.0 -0.3
H 21.842 -6.769 3.863 0.6 0.1 -0.7
H 20.580 -7.584 4.569 -0.6 0.0 0.8
H 21.577 -5.799 5.743 -0.1 0.4 0.9
H 23.946 -5.989 4.943 -0.3 0.2 -0.1
H 24.204 -7.359 5.928 0.0 -0.1 0.4
H 23.947 -5.756 6.694 -0.2 -0.2 0.1
H 22.200 -8.328 6.898 -0.3 -0.9 0.7
H 20.710 -7.645 6.980 -0.2 -0.5 0.3

---

[3]
77
Properties=species:S:1:pos:R:3:forces:R:3 method="wB97M-V/def2-TZVPD" smiles="C=C[C@@]1([PH2]=N)COS(=O)(=O)O1.CN(C)P(=O)(N(C)C)N(C)C.CN(C)P(=O)(N(C)C)N(C)C" molar_mass_g_mol=555.56 orbital_gap_ha=0.2852 largest_force_ev_per_a=6.8 e_tot_ev=-78714.4284 homo_ev=-7.663
C -4.891 -0.201 -5.033 0.0 0.5 -0.1
C -4.232 -0.646 -3.953 0.0 -0.4 0.5
C -2.775 -1.043 -4.032 0.0 0.4 1.0
P -1.687 -0.593 -2.556 -0.1 2.4 0.4
N -1.898 0.875 -2.021 -0.3 -0.6 -0.6
C -2.580 -2.599 -4.170 0.0 1.1 0.3
O -1.518 -2.714 -5.114 0.3 0.3 -0.1
S -1.199 -1.376 -5.971 -0.9 -0.5 0.3
O -1.482 -1.753 -7.295 -0.8 0.3 -0.9
O 0.045 -0.761 -5.736 0.9 -0.1 0.9
O -2.314 -0.452 -5.253 0.9 -0.8 -0.4
H -4.489 0.644 -5.590 0.5 -1.2 -1.1
H -5.845 -0.637 -5.326 -0.6 1.2 0.9
H -4.797 -0.738 -3.022 0.2 -1.5 -0.2
H -0.359 -0.747 -3.037 -0.3 -0.8 0.1
H -1.883 -1.592 -1.560 0.1 -0.1 -0.5
H -2.636 1.292 -2.589 0.1 0.3 0.3
H -2.182 -3.021 -3.242 -0.4 -0.1 -0.1
H -3.544 -3.053 -4.421 0.5 -0.3 -0.6
C 2.638 -0.423 -1.801 0.3 -0.2 0.2
N 2.599 1.018 -1.789 0.2 -0.3 -0.9
C 1.630 1.553 -2.738 0.0 0.6 0.3
P 3.079 2.088 -0.542 0.9 -6.7 0.1
O 1.753 2.076 0.194 0.4 3.7 -0.4
N 4.028 1.407 0.729 -0.2 0.5 1.1
C 4.709 0.134 0.698 0.6 0.2 -0.4
C 3.571 1.671 2.092 -0.3 0.0 0.0
N 4.535 2.454 -1.395 -0.6 2.2 0.7
C 5.096 1.786 -2.550 -0.5 0.1 -0.8
C 5.487 3.336 -0.726 0.0 0.2 0.0
H 3.000 -0.774 -2.777 -0.2 0.0 -0.1
H 1.655 -0.876 -1.615 0.0 0.0 0.0
H 3.328 -0.847 -1.076 -0.1 0.2 0.1
H 2.099 2.305 -3.388 -0.1 0.0 0.0
H 0.784 2.019 -2.222 -0.1 -0.1 -0.1
H 1.230 0.777 -3.389 0.2 -0.1 0.0
H 4.026 -0.704 0.892 0.0 0.0 0.0
H 5.488 0.103 1.468 -0.1 0.1 0.1
H 5.233 -0.036 -0.243 -0.2 0.0 -0.1
H 2.764 0.994 2.388 0.0 0.1 0.1
H 3.213 2.693 2.193 -0.1 -0.1 0.0
H 4.394 1.549 2.802 0.1 -0.1 -0.2
H 5.472 0.788 -2.308 -0.1 0.0 0.1
H 5.932 2.360 -2.958 0.0 0.1 0.3
H 4.383 1.704 -3.370 -0.1 -0.2 0.1
H 6.258 2.761 -0.202 0.0 0.0 0.0
H 4.984 3.971 0.003 0.0 -0.1 0.1
H 5.977 4.006 -1.437 -0.1 0.0 -0.1
C -0.112 -2.084 3.597 -0.2 -0.2 0.3
N -0.591 -0.895 2.939 0.6 0.1 0.3
C 0.425 -0.270 2.100 -0.4 0.4 -0.2
P -2.203 -0.438 2.585 1.5 -5.3 3.5
O -2.341 -1.156 1.252 -0.5 3.4 -1.0
N -3.455 -1.320 3.382 -1.0 -0.2 -0.6
C -3.291 -2.189 4.524 0.1 0.5 0.6
C -4.518 -1.846 2.530 0.2 -0.2 -0.2
N -2.187 0.674 3.902 -1.1 1.3 -1.7
C -1.210 0.802 4.962 0.9 0.4 -0.3
C -3.433 1.381 4.184 -0.1 0.1 -0.1
H 0.687 -1.818 4.304 0.1 0.0 -0.1
H 0.284 -2.829 2.895 0.0 0.0 0.0
H -0.866 -2.583 4.201 -0.1 0.1 -0.2
H 0.520 0.795 2.342 0.0 0.0 -0.2
H 0.173 -0.352 1.037 0.1 0.1 0.0
H 1.406 -0.721 2.242 -0.1 -0.2 0.2
H -2.908 -3.177 4.236 0.0 0.0 0.0
H -4.253 -2.345 5.021 -0.1 0.0 -0.1
H -2.642 -1.757 5.287 0.2 0.0 -0.1
H -4.222 -2.783 2.042 -0.1 0.0 -0.1
H -4.792 -1.130 1.758 0.1 -0.1 -0.1
H -5.420 -2.039 3.118 0.1 0.0 0.2
H -1.243 -0.043 5.657 0.0 -0.1 -0.1
H -1.389 1.710 5.544 -0.3 0.0 -0.1
H -0.195 0.906 4.582 0.0 -0.2 0.0
H -4.004 0.877 4.971 0.0 0.0 0.0
H -4.058 1.438 3.294 0.0 -0.1 0.0
H -3.244 2.411 4.499 0.1 0.0 0.0